[1]
Molecular formula: C21H46AsBN6SeSi4Sn
Method: DFT, ωB97M-V with the def2-TZVPD basis set

Last column: Mulliken charge in e.
Cartesian coordinates (Å):
H 3.708 -4.672 3.309  0.453
H 2.049 2.736 -2.618  0.212
H -2.238 3.480 -1.023  0.389
C -2.477 2.153 1.775  -1.000
C -4.331 -0.929 0.283  -1.202
H -5.289 -1.056 -1.739  0.482
H 3.146 -1.269 0.687  0.292
C 0.327 4.966 0.175  -1.135
H -3.761 -1.140 -3.773  -0.068
H -2.576 3.188 1.445  0.367
C 3.137 -3.930 2.745  -0.922
C -0.442 0.206 3.296  -0.786
C -0.003 1.120 -3.764  -1.035
C 3.307 2.420 2.257  -1.044
H 4.381 2.462 2.448  0.454
Si 2.980 1.211 0.854  0.178
H -2.814 1.506 0.967  0.200
H -1.026 -5.311 -4.197  0.431
Sn -0.123 -0.960 -1.000  0.654
H 0.179 -4.252 4.840  0.459
C 4.044 1.471 -0.670  -1.056
C -2.969 -0.855 0.537  -0.808
H 1.026 1.372 -3.569  0.752
C 1.682 3.696 -2.257  -1.144
H -0.134 4.199 2.826  0.299
N -0.806 -2.516 -2.521  0.086
H -2.440 -0.844 1.476  0.712
N -1.874 0.066 -3.523  0.294
C -2.025 0.877 -4.581  -0.166
C -1.145 -4.342 -3.747  -1.110
H 0.409 5.903 -0.382  0.448
H -0.817 -3.614 3.523  0.312
H 3.712 0.852 -1.505  0.287
H 2.972 3.435 2.042  0.304
C 0.199 -3.665 3.918  -0.889
H 1.200 4.900 0.826  0.265
H 5.070 1.175 -0.438  0.418
C -2.191 -3.454 -3.934  -0.099
Si -0.712 1.798 2.322  0.346
H 1.439 -6.067 0.830  0.337
H 2.516 4.213 -1.783  0.387
C -4.428 -0.962 -1.101  -0.102
H -3.160 2.013 2.616  0.439
H 4.075 2.509 -0.999  0.315
H 3.570 -3.860 1.747  0.322
H 1.388 4.286 -3.128  0.422
Si 1.341 -4.422 2.651  0.359
As 0.616 1.522 0.268  0.164
H 3.256 -2.966 3.237  0.263
H 2.424 -0.806 2.220  -0.023
H 4.173 -0.636 1.974  0.538
C -0.296 -3.705 -2.851  -0.431
N -3.198 -0.901 -1.617  0.118
H 1.038 -6.865 2.357  0.403
C -1.470 3.366 -1.790  -0.556
H 0.540 0.228 3.772  0.363
C 3.195 -0.540 1.496  -0.751
B -2.793 -1.079 -3.088  -0.133
H -3.077 -3.528 -4.542  0.476
N -0.636 0.215 -3.016  0.147
H 0.952 3.103 3.681  0.281
H -5.135 -0.953 0.996  0.475
H -1.190 0.114 4.086  0.566
Si 0.248 3.538 -1.049  0.435
H -0.490 -0.685 2.666  -0.182
N -1.965 -2.367 -3.186  0.280
H -2.948 0.892 -5.135  0.548
C -0.847 1.579 -4.770  -1.082
H -0.196 -5.943 1.480  0.341
H -0.704 3.319 4.234  0.395
H -1.618 2.400 -2.272  -0.084
N -2.299 -0.828 -0.620  0.496
Se 0.412 -2.711 0.611  -0.375
H 0.642 -4.034 -2.435  0.480
H -0.634 2.311 -5.528  0.455
H 0.521 -2.654 4.163  0.197
H -1.640 4.135 -2.545  0.431
C -0.074 3.244 3.344  -0.986
C 0.861 -5.975 1.749  -0.957
H -0.568 5.036 0.793  0.301
H 2.826 2.081 3.175  0.300

Cartesian forces (eV/Å) of the 3 atoms listed first:
-0.0286 -0.0542 0.0062
0.0681 0.1057 0.0510
0.0431 0.0333 0.0635

## Properties
E_HOMO: -13.5 eV
Charge: +2
LUMO level: -7.3 eV

***

[2]
Molecular formula: C6H6F3N5
Method: DFT, ωB97M-V with the def2-TZVPD basis set

Last column: Mulliken charge in e.
Cartesian coordinates (Å):
H -2.247 -2.601 -0.581  0.276
C 1.257 -0.502 1.075  0.643
F 0.080 -0.023 -2.418  -0.253
N 1.375 -1.812 1.042  -0.385
C -1.080 -0.577 -2.066  0.814
C -0.974 -1.028 -0.641  -0.361
H 0.599 -2.233 0.536  0.236
N 0.897 2.275 1.078  -0.668
H -1.343 3.001 0.427  0.315
N 2.090 0.248 1.699  -0.606
H -1.867 1.689 -0.405  0.137
F -2.058 0.230 -2.310  -0.225
C 1.953 1.567 1.665  -0.208
N -1.087 2.076 -0.024  -0.394
N -1.506 -2.020 -0.103  -0.573
H 2.225 -2.336 1.059  0.245
C -0.040 1.425 0.462  0.626
F -1.196 -1.685 -2.919  -0.285
H 2.734 2.205 1.986  0.394
C 0.188 0.102 0.437  0.272

Cartesian forces (eV/Å) of the 3 atoms listed first:
1.3724 0.9187 -0.1057
-1.4561 0.8379 -1.0309
-0.0190 0.4918 -0.1648

## Properties
E_HOMO: -9.0 eV
LUMO level: 0.4 eV

***

[3]
Molecular formula: C5H6N2OS
Method: DFT, ωB97M-V with the def2-TZVPD basis set

Last column: Mulliken charge in e.
Cartesian coordinates (Å):
N -1.675 -1.211 0.269  -0.626
H 2.033 0.661 -0.767  0.238
N -1.157 0.836 0.917  -0.072
C -0.435 -0.917 -0.205  0.827
H 1.262 -1.410 -1.380  0.276
H -0.233 -2.247 -1.842  0.281
H -1.245 1.747 1.332  0.161
S 1.518 2.656 0.529  0.319
H 0.636 -2.741 -0.394  0.258
C -2.080 -0.160 0.925  -0.279
O 2.818 3.215 0.156  -0.534
H -3.026 -0.081 1.420  0.420
C 1.329 1.177 -0.149  -0.436
C 0.359 -1.883 -1.005  -1.014
C -0.107 0.358 0.193  0.180

Cartesian forces (eV/Å) of the 3 atoms listed first:
-0.4569 -0.2883 0.0978
0.3739 -0.0149 -0.2123
-0.1321 0.0584 0.0513

## Properties
E_HOMO: -8.5 eV
LUMO level: -0.5 eV

***

[4]
Molecular formula: C5H10Cl10
Method: DFT, ωB97M-V with the def2-TZVPD basis set

Last column: Mulliken charge in e.
Cartesian coordinates (Å):
H -3.525 -4.024 -0.384  0.298
C -3.708 -2.955 -0.394  0.076
Cl -0.451 0.269 -4.646  -0.162
Cl 2.588 1.087 -1.349  -0.100
Cl 3.428 0.757 4.616  -0.155
Cl 4.110 2.189 0.841  -0.142
Cl -0.899 -0.588 -0.458  -0.073
C -2.063 0.462 -3.901  0.377
H -2.165 -0.157 -3.019  -0.336
C 0.423 -0.751 0.673  -0.244
Cl -3.595 -2.379 -2.064  -0.129
H 1.380 1.378 3.532  0.081
H 1.565 2.189 5.072  0.297
Cl 0.057 -1.873 1.993  -0.168
H -2.151 1.509 -3.638  0.278
C 1.711 1.245 4.558  -0.092
Cl -5.285 -2.514 0.314  -0.162
C 3.827 2.235 -0.921  -0.320
Cl 0.716 0.003 5.293  -0.136
H 0.677 0.214 1.106  0.216
H 4.774 2.030 -1.404  0.299
H 1.342 -1.092 0.205  0.254
H -2.907 -2.489 0.171  -0.073
H 3.490 3.242 -1.137  0.278
Cl -3.341 0.014 -5.060  -0.163

Cartesian forces (eV/Å) of the 3 atoms listed first:
-0.5013 -0.0664 -0.0501
0.1966 0.2351 0.1115
-0.2499 -0.0945 0.3368

## Properties
E_HOMO: -10.9 eV
LUMO level: 0.5 eV

***

[5]
Molecular formula: C34H49AlBrF5GeN4SSeSi
Method: DFT, ωB97M-V with the def2-TZVPD basis set

Last column: Mulliken charge in e.
Cartesian coordinates (Å):
H 10.792 11.833 15.469  0.259
C 11.262 15.500 11.120  0.356
H 9.639 16.654 13.704  -0.046
N 13.330 14.691 12.856  0.896
H 13.432 20.596 14.720  0.327
C 10.674 14.012 15.681  -0.826
H 13.983 6.281 8.994  0.333
H 10.236 16.059 15.783  0.265
C 9.415 13.782 12.684  -1.990
C 8.551 13.589 17.381  0.363
H 15.962 10.426 15.541  0.328
F 10.138 13.783 9.793  -0.474
C 7.228 15.160 10.713  -1.288
H 12.676 7.805 16.423  0.377
C 10.307 12.693 15.982  0.149
N 14.289 11.024 13.329  -0.155
H 13.149 11.709 14.917  -0.307
H 11.297 23.707 14.342  0.358
C 11.856 16.717 8.659  0.083
H 13.766 11.268 9.083  0.659
H 9.044 11.474 17.319  0.438
H 12.913 15.152 16.105  0.459
C 11.890 16.729 11.061  0.507
Br 7.106 13.341 18.550  -0.205
H 12.764 23.634 15.263  0.296
C 13.843 8.423 9.176  -0.147
C 13.757 15.075 14.068  -0.070
H 14.670 10.920 16.770  0.367
H 14.871 12.390 14.795  -0.342
C 6.523 14.824 13.890  -1.341
Ge 7.951 15.176 12.557  0.993
C 14.197 11.492 14.684  0.479
H 15.112 10.470 13.162  0.379
C 12.347 23.720 14.213  -1.099
H 6.813 15.384 14.823  0.230
H 5.563 15.096 13.574  0.483
C 12.743 14.923 15.036  -0.036
H 12.757 19.856 13.213  -0.036
H 14.875 22.055 11.688  0.339
H 15.012 8.484 16.290  0.350
H 16.210 14.518 11.179  0.542
F 11.928 17.406 7.411  -0.316
C 15.586 14.662 12.040  -1.076
H 15.342 22.757 13.158  0.349
C 13.287 7.088 8.641  -1.224
C 14.496 22.746 12.426  -1.028
C 12.887 8.858 16.252  -1.100
H 14.489 8.768 14.692  0.304
H 8.887 17.460 12.215  0.348
F 12.180 18.750 9.750  -0.287
C 16.074 15.053 13.334  -0.647
H 8.255 15.773 17.432  0.451
H 12.035 9.103 10.169  0.321
F 12.395 17.269 12.241  -0.320
H 12.075 9.585 8.486  0.373
H 6.515 13.750 14.171  0.333
H 7.707 14.362 10.130  0.293
C 12.694 9.454 9.401  -0.873
H 14.906 10.838 10.932  0.354
H 7.973 17.466 13.908  0.373
H 12.158 9.301 15.604  0.227
H 12.746 9.424 17.187  0.297
Al 11.436 14.223 12.624  -0.040
C 9.273 12.478 16.966  -0.992
H 7.476 16.123 10.223  0.341
H 9.229 12.975 11.988  0.712
C 12.628 20.712 13.942  -0.606
C 8.853 14.950 17.042  -1.041
C 9.944 15.080 16.199  -0.084
H 14.489 23.796 11.956  0.249
H 12.264 11.445 9.934  -0.037
S 11.835 11.815 12.665  -0.228
H 17.131 15.297 13.467  0.432
N 11.585 14.385 14.681  1.933
H 14.169 8.170 10.234  0.157
C 14.313 9.108 15.678  -0.465
F 10.940 14.880 7.517  -0.314
C 8.701 16.917 13.177  -0.844
C 14.852 10.520 15.709  -0.786
C 12.046 17.407 9.841  0.154
Si 12.778 22.351 13.056  0.476
C 14.258 14.400 11.921  -0.325
Se 11.420 22.815 11.362  -0.228
C 13.413 11.230 12.294  0.071
C 11.249 15.510 8.654  0.315
H 12.293 6.905 9.057  0.334
H 15.501 15.765 15.266  0.445
H 13.965 14.134 10.918  0.497
H 12.574 24.700 13.772  0.293
H 14.638 8.745 8.506  0.328
H 11.642 20.623 14.428  0.306
N 13.886 10.887 11.089  0.005
C 15.161 15.340 14.307  -1.025
H 13.141 7.122 7.528  0.307
H 6.116 15.081 10.774  0.375
C 13.160 10.833 9.833  -0.596
C 10.893 14.937 9.902  0.020
H 9.206 13.357 13.672  0.460

Cartesian forces (eV/Å) of the 3 atoms listed first:
-0.3169 0.7667 0.5588
0.7076 -0.3693 -1.1273
-0.3823 0.4829 -0.3670

## Properties
E_HOMO (spin up / spin down): -7.9 / -6.4 eV
LUMO level (spin up / spin down): -0.5 / -1.9 eV

***

[6]
Molecular formula: C16H21NO3
Method: DFT, ωB97M-V with the def2-TZVPD basis set

Last column: Mulliken charge in e.
Cartesian coordinates (Å):
C 1.200 -1.418 3.785  -0.735
H -3.610 5.321 -3.286  0.406
H 0.963 0.857 -0.011  0.424
C 2.041 -2.936 1.257  -0.867
C -3.108 3.848 -4.563  -0.421
H -2.549 2.272 -5.831  0.346
H 3.371 -1.249 3.571  0.293
H 2.189 -1.162 -0.077  0.470
H -0.321 -0.326 2.900  0.506
H 1.373 0.416 2.984  0.369
H 0.448 -2.202 3.883  0.293
O -1.526 0.552 -3.844  -0.411
H -2.467 4.213 -1.248  0.337
C -2.598 2.554 -4.776  -0.589
O -1.406 1.828 -1.349  -0.286
C 2.737 -3.223 2.680  -0.692
H 2.753 -2.364 4.750  0.379
C -1.091 0.515 -1.563  0.071
C -2.548 3.762 -2.271  -0.638
C -3.181 4.370 -3.349  -0.494
O -0.541 -1.692 -0.486  -0.701
H 2.304 -4.154 3.024  0.313
C 2.048 -1.372 0.984  -0.961
C -2.005 1.866 -3.767  0.513
H 1.064 -3.361 0.989  0.542
H 2.747 -3.384 0.617  0.412
C -0.857 -0.297 -0.258  0.729
H -1.067 -1.215 -2.863  0.441
H 1.315 -0.840 4.785  0.315
C 0.718 -0.410 2.760  -0.871
C -1.277 -0.168 -2.725  -0.646
C -1.934 2.518 -2.452  0.536
N 0.736 -0.757 1.386  0.281
H -1.811 -0.276 0.333  0.159
H 2.854 -0.857 1.516  0.491
C 0.251 0.373 0.622  -0.972
H 0.249 -1.893 0.073  0.327
C 2.576 -2.024 3.706  -0.635
H -3.549 4.360 -5.425  0.337
H 3.786 -3.294 2.325  0.336
H -0.278 1.253 1.210  0.294

Cartesian forces (eV/Å) of the 3 atoms listed first:
-0.0641 0.5133 1.6212
-0.6213 1.3314 0.6149
0.9016 0.1551 -0.3889

## Properties
E_HOMO: -7.5 eV
LUMO level: 0.9 eV

***

[7]
Molecular formula: C5H13NO
Method: DFT, ωB97M-V with the def2-TZVPD basis set

Last column: Mulliken spin population.
Cartesian coordinates (Å):
N 2.053 -0.122 0.526  0.821
C 0.518 -0.769 -1.257  0.066
C 0.603 -0.498 0.390  0.016
H 2.205 0.219 1.480  -0.011
H 1.492 -2.098 -2.313  0.003
H 0.529 2.239 -0.116  0.003
C -1.976 -0.253 0.593  0.000
H -1.138 1.995 -0.662  -0.001
C -0.524 0.426 0.769  0.009
H 1.083 0.193 -1.753  -0.002
H -0.464 -1.075 -1.582  0.013
H 2.688 -0.884 0.147  -0.014
H -2.062 -1.323 0.211  0.000
O 1.306 -1.915 -1.284  0.027
H -2.638 -0.048 1.391  0.000
H -0.966 2.535 0.973  -0.002
H -0.330 0.605 1.849  0.005
H 0.489 -1.384 0.856  0.056
C -0.488 1.868 0.198  0.011
H -2.379 0.288 -0.417  0.000

Cartesian forces (eV/Å) of the 3 atoms listed first:
-2.5565 -2.2363 1.4221
2.3608 1.4091 1.9981
0.4261 4.0715 -5.6825

## Properties
E_HOMO (spin up / spin down): -15.1 / -15.1 eV
<S²>: 0.75
Spin multiplicity: 2
Charge: +1
LUMO level (spin up / spin down): -3.2 / -8.5 eV

***

Respective max |F| values: 1.43 5.89 5.39 1.09 3.53 3.81 7.00 eV/A.
Respective relative energy (zero: lowest compared OMol25 entry of this formula, charge and spin) values: 0.349 1.435 1.540 0.215 0.209 5.608 3.301 eV.